(1)
{
  "formula": "C32H52CrN5O10SSi",
  "method": "wB97M-V/def2-TZVPD",
  "species": ["Cr", "N", "C", "N", "O", "H", "H", "H", "H", "C", "C", "C", "C", "O", "Si", "S", "O", "C", "C", "C", "C", "O", "C", "C", "C", "C", "H", "H", "H", "H", "H", "H", "H", "H", "H", "H", "H", "H", "H", "H", "H", "H", "H", "H", "H", "H", "H", "H", "H", "H", "H", "H", "H", "C", "C", "C", "C", "C", "C", "C", "C", "N", "C", "C", "C", "C", "H", "H", "H", "H", "H", "H", "H", "H", "H", "H", "H", "H", "H", "H", "H", "H", "H", "H", "O", "C", "O", "C", "C", "C", "C", "C", "C", "N", "O", "O", "N", "O", "O", "H", "H", "H"],
  "coordinates": [[-18.051, -3.743, 11.423], [-20.951, -1.503, 11.955], [-21.019, -2.752, 11.375], [-22.186, -3.219, 10.953], [-19.976, -3.473, 11.251], [-21.778, -1.148, 12.413], [-20.035, -1.299, 12.394], [-23.056, -2.698, 10.848], [-22.197, -4.084, 10.371], [-14.973, 0.693, 11.461], [-14.438, 0.625, 10.055], [-15.370, 1.272, 9.048], [-13.040, 1.115, 9.974], [-14.398, -0.777, 9.619], [-14.670, -2.289, 10.065], [-16.770, -2.522, 9.867], [-14.150, -2.600, 11.582], [-13.259, -3.619, 12.151], [-11.871, -3.318, 11.609], [-13.825, -4.947, 11.719], [-13.251, -3.380, 13.660], [-13.967, -3.300, 9.006], [-13.680, -3.149, 7.587], [-12.396, -2.380, 7.512], [-14.829, -2.417, 6.849], [-13.629, -4.572, 7.043], [-14.855, 1.705, 11.858], [-14.532, -0.085, 12.136], [-16.073, 0.403, 11.420], [-15.442, 2.323, 9.356], [-16.393, 0.800, 9.020], [-14.925, 1.235, 8.040], [-13.027, 2.165, 10.276], [-12.630, 1.018, 8.950], [-12.382, 0.552, 10.670], [-11.919, -3.689, 10.563], [-11.150, -3.985, 12.169], [-11.665, -2.248, 11.583], [-14.024, -5.037, 10.629], [-14.745, -5.100, 12.284], [-13.165, -5.729, 12.081], [-13.033, -2.306, 13.813], [-12.426, -3.952, 14.146], [-14.266, -3.570, 14.158], [-12.462, -1.397, 7.980], [-12.095, -2.256, 6.470], [-11.591, -2.965, 8.009], [-14.921, -1.414, 7.250], [-15.763, -2.952, 7.035], [-14.723, -2.391, 5.730], [-12.799, -5.099, 7.564], [-13.352, -4.592, 5.948], [-14.560, -5.109, 7.209], [-21.137, -6.259, 15.231], [-19.817, -6.562, 14.504], [-19.053, -7.681, 14.843], [-17.927, -8.059, 14.107], [-17.084, -9.229, 14.571], [-17.556, -7.332, 13.012], [-18.345, -6.233, 12.568], [-19.445, -5.825, 13.377], [-18.072, -5.743, 11.343], [-18.372, -6.431, 10.099], [-17.220, -7.391, 9.806], [-19.706, -7.240, 10.209], [-18.509, -5.439, 8.963], [-21.017, -6.466, 16.284], [-21.935, -6.944, 14.852], [-21.483, -5.219, 15.067], [-19.386, -8.281, 15.750], [-16.003, -9.020, 14.303], [-17.405, -10.175, 14.049], [-17.181, -9.325, 15.645], [-16.667, -7.667, 12.478], [-19.992, -4.897, 13.191], [-17.157, -8.162, 10.601], [-16.268, -6.863, 9.820], [-17.302, -7.777, 8.781], [-19.498, -8.180, 10.743], [-20.058, -7.661, 9.249], [-20.494, -6.672, 10.732], [-17.509, -4.906, 8.768], [-19.173, -4.600, 9.275], [-18.858, -5.939, 8.044], [-16.877, -3.732, 13.923], [-17.753, -2.854, 13.977], [-18.394, -2.371, 12.939], [-18.219, -2.493, 15.389], [-19.581, -2.251, 15.603], [-20.028, -2.046, 16.966], [-19.162, -2.101, 18.053], [-17.787, -2.352, 17.708], [-17.300, -2.519, 16.435], [-16.832, -2.307, 18.801], [-15.654, -2.385, 18.471], [-17.325, -2.240, 19.933], [-21.390, -1.466, 17.171], [-22.094, -1.303, 16.172], [-21.686, -1.201, 18.325], [-20.260, -2.056, 14.779], [-19.486, -2.008, 19.036], [-16.234, -2.745, 16.205]],
  "lowdin_charge": [0.48, 0.18, -0.57, 0.17, -0.13, 0.10, 0.10, 0.12, 0.14, -0.04, -0.65, -0.03, -0.04, -0.19, -0.18, 0.39, -0.16, -0.63, -0.04, -0.02, -0.04, -0.18, -0.63, -0.04, -0.05, -0.04, 0.08, 0.09, 0.11, 0.08, 0.10, 0.09, 0.08, 0.09, 0.10, 0.08, 0.10, 0.09, 0.09, 0.08, 0.08, 0.08, 0.09, 0.09, 0.07, 0.08, 0.09, 0.06, 0.06, 0.10, 0.09, 0.10, 0.08, -0.06, -0.27, -0.05, -0.31, -0.07, 0.00, -0.32, 0.00, -0.11, -0.64, -0.06, -0.04, -0.10, 0.06, 0.08, 0.07, 0.12, 0.09, 0.09, 0.06, 0.11, 0.10, 0.07, 0.07, 0.08, 0.07, 0.07, 0.08, 0.05, 0.06, 0.08, 0.03, -0.55, -0.17, -0.08, 0.10, -0.09, 0.10, -0.11, 0.08, -0.34, 0.08, 0.06, -0.34, 0.05, 0.07, 0.11, 0.10, 0.15],
  "total_charge": -1,
  "spin_multiplicity": 5,
  "de_lowest_ev": 0.277,
  "energy_ev": -109090.9886,
  "lumo_energy_ev": [0.94, 0.94]
}


(2)
{
  "formula": "C37H42BrGeN2O6PdS",
  "method": "wB97M-V/def2-TZVPD",
  "species": ["Pd", "C", "C", "C", "C", "C", "C", "C", "S", "O", "O", "N", "C", "C", "O", "O", "H", "H", "H", "H", "H", "H", "H", "H", "H", "N", "C", "C", "C", "C", "C", "C", "C", "C", "C", "C", "C", "C", "C", "H", "H", "H", "H", "H", "H", "H", "H", "H", "H", "C", "C", "C", "C", "Ge", "C", "C", "C", "C", "H", "H", "H", "H", "H", "H", "H", "H", "H", "H", "H", "H", "H", "H", "H", "H", "H", "H", "H", "Br", "C", "C", "C", "C", "C", "C", "C", "O", "O", "H", "H", "H", "H"],
  "coordinates": [[-0.915, 0.630, -0.238], [-7.160, -4.229, 0.590], [-6.302, -3.002, 0.416], [-4.913, -3.092, 0.418], [-4.128, -1.964, 0.243], [-4.743, -0.733, 0.070], [-6.122, -0.619, 0.063], [-6.897, -1.756, 0.238], [-3.712, 0.699, -0.161], [-4.573, 1.831, -0.405], [-2.888, 0.779, 1.049], [-2.784, 0.282, -1.388], [-2.929, 1.059, -2.597], [-1.825, 2.170, -2.701], [-1.715, 2.770, -3.764], [-1.134, 2.333, -1.641], [-6.583, -5.050, 1.014], [-7.563, -4.555, -0.371], [-8.002, -4.018, 1.250], [-4.436, -4.054, 0.568], [-3.044, -2.018, 0.249], [-6.564, 0.359, -0.076], [-7.978, -1.675, 0.243], [-3.880, 1.591, -2.633], [-2.838, 0.417, -3.474], [1.156, 0.923, -0.016], [1.657, 1.276, 1.114], [2.686, 0.452, 1.801], [3.742, -0.134, 1.106], [4.655, -0.947, 1.756], [4.520, -1.202, 3.112], [3.477, -0.619, 3.817], [2.576, 0.211, 3.173], [1.287, 2.574, 1.758], [2.234, 3.201, 2.577], [2.018, 4.474, 3.079], [0.854, 5.159, 2.772], [-0.101, 4.549, 1.971], [0.109, 3.276, 1.474], [3.858, 0.069, 0.052], [5.472, -1.388, 1.198], [5.222, -1.854, 3.617], [3.362, -0.815, 4.876], [1.762, 0.653, 3.732], [3.164, 2.694, 2.794], [2.768, 4.935, 3.711], [0.694, 6.161, 3.148], [-1.017, 5.070, 1.724], [-0.656, 2.844, 0.851], [4.741, 0.714, -3.620], [4.053, 1.989, -4.102], [2.530, 1.948, -3.977], [2.022, 1.905, -2.530], [1.629, 0.179, -1.627], [0.199, -0.918, -2.463], [0.672, -1.638, -3.732], [1.592, -2.832, -3.466], [2.402, -3.204, -4.707], [5.822, 0.781, -3.751], [4.380, -0.153, -4.179], [4.533, 0.542, -2.563], [4.314, 2.165, -5.150], [4.430, 2.841, -3.527], [2.145, 1.097, -4.547], [2.125, 2.845, -4.452], [1.060, 2.418, -2.464], [2.704, 2.452, -1.870], [2.897, -0.713, -1.534], [-0.606, -0.239, -2.737], [-0.189, -1.627, -1.730], [1.194, -0.926, -4.381], [-0.207, -1.976, -4.288], [0.997, -3.686, -3.138], [2.275, -2.581, -2.651], [1.743, -3.424, -5.550], [3.030, -4.079, -4.530], [3.048, -2.371, -4.992], [-0.224, -2.244, 7.180], [-0.444, -1.240, 5.570], [-0.715, 0.115, 5.670], [-0.874, 0.839, 4.499], [-0.761, 0.214, 3.266], [-0.480, -1.142, 3.180], [-0.319, -1.877, 4.352], [-0.294, -1.891, 1.858], [0.064, -3.066, 1.942], [-0.474, -1.276, 0.750], [-0.803, 0.587, 6.639], [-1.088, 1.900, 4.547], [-0.909, 0.787, 2.370], [-0.087, -2.930, 4.276]],
  "lowdin_charge": [1.01, -0.06, -0.28, -0.03, -0.04, -0.27, -0.05, -0.05, 0.59, -0.30, -0.35, -0.25, -0.20, -0.67, 0.01, -0.15, 0.07, 0.08, 0.07, 0.11, 0.11, 0.11, 0.11, 0.11, 0.11, -0.12, -0.25, -0.17, -0.04, -0.07, -0.08, -0.06, -0.04, -0.15, -0.03, -0.08, -0.09, -0.07, -0.02, 0.06, 0.10, 0.10, 0.11, 0.11, 0.11, 0.10, 0.10, 0.11, 0.08, -0.12, -0.28, -0.27, -0.27, 0.91, -0.29, -0.28, -0.28, -0.12, 0.07, 0.06, 0.03, 0.10, 0.10, 0.09, 0.11, 0.04, 0.07, -0.01, 0.03, 0.06, 0.09, 0.11, 0.11, 0.07, 0.07, 0.06, 0.06, 0.68, -0.68, -0.14, -0.07, -0.06, -0.12, -0.07, -0.60, 0.01, -0.14, 0.09, 0.11, 0.06, 0.11],
  "total_charge": -1,
  "spin_multiplicity": 3,
  "de_lowest_ev": 1.617,
  "energy_ev": -195190.7497,
  "lumo_energy_ev": [2.00, 0.95]
}


(3)
{
  "formula": "C13H20BN8O8P2RuS",
  "method": "wB97M-V/def2-TZVPD",
  "species": ["Ru", "C", "C", "N", "N", "C", "B", "N", "C", "C", "C", "N", "N", "C", "C", "C", "N", "H", "H", "H", "H", "H", "H", "H", "H", "H", "H", "O", "P", "O", "O", "O", "P", "O", "O", "O", "H", "H", "C", "N", "C", "S", "N", "C", "H", "H", "H", "H", "H", "H", "H", "H", "O", "C"],
  "coordinates": [[-0.268, 0.198, 0.293], [-0.435, 4.150, 1.671], [0.318, 3.056, 1.257], [-0.410, 1.944, 1.404], [-1.626, 2.302, 1.879], [-1.657, 3.626, 2.049], [-2.708, 1.220, 2.035], [-3.185, 0.807, 0.636], [-4.363, 0.953, 0.015], [-4.242, 0.469, -1.272], [-2.918, 0.038, -1.364], [-2.301, 0.239, -0.205], [-2.003, -0.008, 2.678], [-2.259, -0.615, 3.842], [-1.316, -1.604, 4.048], [-0.489, -1.533, 2.931], [-0.915, -0.573, 2.114], [-0.133, 5.181, 1.682], [1.315, 2.998, 0.837], [-2.538, 4.103, 2.445], [-3.614, 1.589, 2.721], [-5.203, 1.383, 0.534], [-4.994, 0.444, -2.039], [-2.381, -0.375, -2.202], [-3.092, -0.296, 4.445], [-1.237, -2.275, 4.884], [0.370, -2.127, 2.665], [3.962, 2.986, -2.905], [2.885, 2.363, -1.901], [3.038, 2.849, -0.516], [2.882, 0.897, -2.208], [1.513, 2.934, -2.512], [0.089, 2.192, -2.596], [0.353, 1.047, -3.689], [-0.927, 3.154, -3.010], [-0.253, 1.459, -1.258], [3.961, 3.950, -2.859], [1.160, 0.565, -3.435], [1.782, -5.139, -1.498], [1.049, -4.183, -0.671], [1.122, -2.832, -0.787], [-0.392, -2.030, -0.446], [2.228, -2.230, -1.117], [3.570, -2.782, -0.993], [1.078, -5.875, -1.883], [2.561, -5.655, -0.940], [2.227, -4.630, -2.345], [0.177, -4.509, -0.289], [2.244, -1.206, -1.379], [3.593, -3.563, -0.236], [4.218, -1.963, -0.685], [3.949, -3.173, -1.936], [2.638, 0.018, 1.245], [1.577, 0.061, 0.865]],
  "nbo_charge": [0.64, -0.32, 0.02, -0.28, -0.31, 0.03, 0.53, -0.32, 0.01, -0.34, 0.02, -0.29, -0.29, 0.02, -0.34, 0.00, -0.24, 0.24, 0.29, 0.23, -0.02, 0.23, 0.24, 0.24, 0.23, 0.24, 0.22, -0.99, 2.55, -1.18, -1.25, -1.11, 2.58, -1.01, -1.10, -1.06, 0.49, 0.52, -0.42, -0.59, 0.38, -0.02, -0.58, -0.42, 0.22, 0.21, 0.22, 0.42, 0.49, 0.21, 0.25, 0.21, -0.41, 0.72],
  "total_charge": 0,
  "spin_multiplicity": 2,
  "de_lowest_ev": 1.123,
  "energy_ev": -74788.2894,
  "lumo_energy_ev": [-0.24, -2.12]
}